# 1
The following is a DFT calculation (ωB97M-V/def2-TZVPD) of a structure of composition C31H17Br4FeN8O2S2.

Structure (ORCA input):
```
! wB97M-V def2-TZVPD RIJCOSX def2/J DEFGRID3
* xyz 0 6
Fe 0.412 0.666 0.043
S -7.034 2.954 0.168
N -6.125 2.268 1.313
C -4.930 2.075 0.782
C -3.794 1.469 1.460
C -3.827 1.048 2.788
C -2.692 0.488 3.332
C -1.565 0.341 2.527
N -1.529 0.723 1.257
C -2.613 1.309 0.736
C -2.497 1.818 -0.645
N -1.292 1.718 -1.211
C -1.127 2.155 -2.451
C -2.167 2.719 -3.190
C -3.407 2.849 -2.606
C -3.584 2.395 -1.299
C -4.833 2.513 -0.564
N -5.956 3.031 -1.031
H -4.733 1.175 3.365
H -2.660 0.163 4.362
H -0.661 -0.105 2.925
H -0.127 2.064 -2.854
H -1.983 3.059 -4.199
H -4.240 3.298 -3.131
Br 2.443 7.278 -0.588
C 2.003 5.584 0.096
C 1.792 5.423 1.507
Br 2.003 6.896 2.650
C 1.439 4.205 2.027
Br 1.126 3.898 3.853
C 1.274 3.083 1.171
O 0.918 1.929 1.566
C 1.537 3.230 -0.247
O 1.428 2.191 -0.958
C 1.879 4.519 -0.754
Br 2.129 4.631 -2.610
S 0.270 -0.946 -1.648
C 1.119 -2.234 -0.873
N 1.483 -3.355 -1.400
N 1.229 -3.525 -2.687
C 1.696 -4.661 -3.359
C 1.469 -4.754 -4.730
C 1.905 -5.870 -5.425
C 2.564 -6.898 -4.766
C 2.783 -6.794 -3.399
C 2.356 -5.683 -2.687
N 1.481 -2.221 0.502
N 1.407 -1.109 1.056
C 1.668 -1.190 2.475
C 1.174 -2.253 3.218
C 1.380 -2.273 4.589
C 2.079 -1.242 5.206
C 2.575 -0.189 4.449
C 2.365 -0.156 3.078
H 0.867 -2.740 -3.218
H 0.954 -3.954 -5.247
H 1.726 -5.935 -6.491
H 2.903 -7.769 -5.310
H 3.298 -7.588 -2.873
H 2.528 -5.599 -1.625
H 0.630 -3.044 2.720
H 0.993 -3.095 5.177
H 2.237 -1.261 6.276
H 3.122 0.615 4.923
H 2.731 0.665 2.479
*
```

Properties
Expectation value of S²   8.784
Orbital gap (spin up / spin down)   6.279 / 5.403 eV
Calculated total energy   -14136.271537 Ha
LUMO level (spin up / spin down)   -0.95 / -1.87 eV
Max |F|   0.98 eV Å⁻¹



# 2
The following is a DFT calculation (ωB97M-V/def2-TZVPD) of a structure of composition C31H19Br2ClN4O3Pb in a non-equilibrium geometry.

Structure (ORCA input):
```
! wB97M-V def2-TZVPD RIJCOSX def2/J DEFGRID3
* xyz 0 1
Pb -0.424 -0.325 0.111
C 0.618 -1.565 4.726
C -0.635 -1.446 5.424
C -1.663 -0.775 4.767
C -1.490 -0.359 3.381
N -0.282 -0.472 2.837
C 0.713 -1.033 3.470
C -2.619 0.257 2.696
C -3.921 0.248 3.242
C -4.879 1.107 2.760
C -4.571 1.776 1.594
C -3.274 1.615 0.926
N -2.285 0.902 1.520
C -3.040 2.342 -0.348
C -3.853 3.422 -0.750
C -3.603 4.074 -1.932
C -2.426 3.804 -2.654
C -1.630 2.719 -2.221
N -1.962 2.005 -1.133
H 1.463 -1.985 5.214
H -0.734 -1.800 6.453
H -2.640 -0.695 5.214
H 1.635 -1.145 2.917
H -4.177 -0.458 4.095
H -5.803 1.374 3.221
H -5.261 2.468 1.130
H -4.692 3.643 -0.163
H -4.328 4.788 -2.218
H -2.197 4.256 -3.603
H -0.863 2.247 -2.790
Br 2.174 -5.190 1.419
C 1.257 -4.752 -0.141
C 1.188 -5.757 -1.095
C 0.891 -5.434 -2.458
Br 1.002 -6.925 -3.605
C 0.779 -4.065 -2.909
C 0.677 -3.665 -4.277
C 0.419 -2.339 -4.498
C 0.317 -1.440 -3.432
N 0.383 -1.758 -2.129
C 0.684 -3.073 -1.852
C 0.831 -3.382 -0.379
O 0.719 -2.531 0.570
H 1.626 -6.693 -0.882
H 0.663 -4.489 -4.971
H 0.285 -2.045 -5.496
H 0.066 -0.377 -3.705
Cl 7.349 3.181 -1.164
C 5.696 2.901 -0.826
C 5.209 2.471 0.459
C 3.926 2.114 0.630
C 3.009 2.230 -0.397
C 3.388 2.762 -1.607
C 4.749 3.059 -1.811
C 1.732 1.476 -0.448
O 0.984 1.270 -1.456
O 1.464 0.911 0.687
H 5.856 2.559 1.357
H 3.645 1.801 1.624
H 2.716 2.722 -2.419
H 5.137 3.468 -2.679
*
```

Properties
Orbital gap   5.607 eV
Calculated total energy   -7438.566878 Ha
LUMO level   -0.87 eV
Relative energy (zero: lowest compared OMol25 entry of this formula, charge and spin)   13.7 kcal/mol
Max |F|   3.88 eV Å⁻¹



# 3
The following is a DFT calculation (ωB97M-V/def2-TZVPD) of a structure of composition C31H20BCl4DyF10N3O4 in a non-equilibrium geometry.

Structure (ORCA input):
```
! wB97M-V def2-TZVPD RIJCOSX def2/J DEFGRID3
* xyz -1 6
Dy 1.103 -0.521 -1.041
C 2.841 -3.006 0.362
N 2.744 -2.504 -1.028
C 3.991 -1.939 -1.545
C 4.341 -0.558 -0.954
N 3.159 0.348 -0.889
C 3.395 1.629 -0.538
C 2.317 2.539 -0.561
F 1.074 1.936 -0.803
C 2.448 3.907 -0.495
F 1.417 4.751 -0.580
C 3.696 4.421 -0.194
F 3.793 5.765 -0.022
C 4.768 3.547 0.112
F 5.938 4.018 0.596
C 4.612 2.190 -0.023
F 5.543 1.337 0.536
C 2.192 -3.531 -1.981
C 0.730 -3.811 -1.661
N 0.057 -2.591 -1.278
C -1.258 -2.629 -1.001
C -2.142 -3.748 -0.723
F -1.648 -4.870 -0.160
C -3.482 -3.685 -0.990
F -4.278 -4.744 -0.649
C -4.066 -2.468 -1.401
F -5.415 -2.347 -1.489
C -3.295 -1.277 -1.390
F -3.840 -0.076 -1.664
C -1.981 -1.392 -1.085
F -1.287 -0.178 -0.916
H 3.402 -3.929 0.412
H 1.846 -3.140 0.793
H 3.274 -2.191 0.923
H 3.880 -1.892 -2.639
H 4.863 -2.594 -1.362
H 5.115 -0.089 -1.580
H 4.713 -0.642 0.065
H 2.787 -4.419 -1.856
H 2.308 -3.158 -3.012
H 0.654 -4.575 -0.866
H 0.306 -4.280 -2.602
Cl 1.729 -0.545 -4.419
C 0.477 0.694 -4.719
Cl -0.282 1.095 -3.177
H -0.267 0.202 -5.380
H 0.939 1.557 -5.179
Cl 1.749 0.575 6.637
C 1.152 0.376 5.041
C 0.840 -0.933 4.592
C 0.355 -1.117 3.309
Cl -0.197 -2.646 2.739
C 0.471 -0.062 2.351
O 0.681 -0.308 1.064
C 0.303 1.286 2.936
C -0.373 2.358 2.407
O -1.049 2.307 1.215
C 0.799 1.475 4.277
H 1.010 -1.805 5.194
H -0.312 3.338 2.838
H 0.723 2.489 4.687
O -3.378 2.560 2.213
B -2.430 2.387 1.157
O -3.016 2.176 -0.072
C -4.363 2.243 0.146
C -5.375 2.118 -0.748
C -6.673 2.244 -0.276
C -6.938 2.320 1.081
C -5.862 2.451 2.001
C -4.599 2.448 1.549
H -5.162 1.927 -1.812
H -7.458 2.265 -1.019
H -7.971 2.385 1.456
H -6.135 2.530 3.092
*
```

Properties
Expectation value of S²   8.847
Orbital gap (spin up / spin down)   4.749 / 4.221 eV
Calculated total energy   -5407.879194 Ha
LUMO level (spin up / spin down)   1.93 / 1.93 eV
Relative energy (zero: lowest compared OMol25 entry of this formula, charge and spin)   49.9 kcal/mol
Max |F|   4.09 eV Å⁻¹